Record 1
The following is a quantum chemistry calculation of a structure of composition C38H35N10O9S2Tl, from the Open Molecules 2025 dataset.

Summary:
Strongest force on any atom in eV Å⁻¹: 0.37
DFT total energy in eV: -99666.0385
Energy relative to the best compared isomer or geometry (same formula, charge and spin) in eV: 1.387

```
! wB97M-V def2-TZVPD RIJCOSX def2/J DEFGRID3
* xyz -2 1
Tl -0.69405 0.45806 -1.49450
C 6.85295 1.66075 0.32827
C 5.35204 1.57322 0.40881
C 4.66976 1.64391 1.62519
C 3.29438 1.58071 1.68735
C 2.47223 1.43190 0.53939
N 1.11656 1.35083 0.60745
C 0.59614 0.63676 1.64526
C 1.20124 -0.54642 2.14532
C 0.64806 -1.31084 3.14540
C -0.56717 -0.96931 3.74300
C -1.21619 -1.84168 4.78382
C -1.18648 0.17270 3.26984
C -0.63351 0.95720 2.26373
N -1.39054 2.10223 1.87150
C -1.95733 3.00496 2.70213
C -2.78221 3.79762 1.93678
C -2.63744 3.28912 0.63148
N -1.79312 2.27208 0.60521
C 3.18485 1.39719 -0.67919
C 4.57036 1.45706 -0.72975
N 2.50441 1.24624 -1.92553
C 2.51621 0.15223 -2.71891
C 1.86691 0.48959 -3.88251
C 1.49962 1.83486 -3.69508
N 1.89320 2.28927 -2.51433
H 7.31329 1.34855 1.26784
H 7.24515 1.01965 -0.46371
H 7.19369 2.67982 0.12018
H 5.23354 1.75323 2.54768
H 2.80145 1.63168 2.65087
H 2.12514 -0.86604 1.68072
H 1.15597 -2.21991 3.45376
H -0.47719 -2.46759 5.28739
H -1.72376 -1.24599 5.54748
H -1.96095 -2.51184 4.34084
H -2.14770 0.47410 3.67764
H -1.71721 3.01394 3.75196
H -3.37675 4.63343 2.26396
H -3.09236 3.62262 -0.28665
H 5.03799 1.40904 -1.70865
H 2.94309 -0.77483 -2.37502
H 1.65922 -0.14681 -4.72469
H 0.94023 2.48049 -4.35344
C 0.17345 4.64879 -0.99873
C -0.84474 4.45467 -2.06752
N -1.39605 3.31774 -2.41911
C -2.31827 3.62040 -3.39761
C -2.32944 4.97915 -3.62858
N -1.38552 5.47909 -2.77733
C -3.07919 5.94669 -4.51394
O -3.96506 5.45086 -5.26345
O -2.76304 7.13961 -4.38555
C -3.13340 2.53221 -4.00636
O -4.00043 2.89007 -4.93430
O -3.01223 1.37852 -3.64993
H 0.49990 3.67958 -0.62949
H -0.25614 5.21382 -0.16679
H 1.04464 5.18646 -1.37719
H -1.18030 6.46530 -2.74697
H -3.98192 3.90401 -5.11349
N -2.80385 -0.60053 0.34494
C -3.51428 -1.05512 1.12947
N -4.29792 -1.60415 2.05651
C -5.15425 -0.74396 2.86341
C -5.39630 -1.43961 4.18942
O -5.94567 -2.73479 3.99282
C -5.07015 -3.55247 3.23072
C -4.81308 -2.95188 1.86098
H -6.11175 -0.57109 2.35482
H -4.65877 0.21535 3.00741
H -6.11680 -0.88481 4.78973
H -4.44988 -1.51572 4.73893
H -5.55329 -4.52481 3.14035
H -4.11691 -3.67108 3.76114
H -5.74819 -2.92557 1.28649
H -4.07747 -3.53592 1.31004
O 0.54974 -1.99592 -0.86189
O -0.05966 -3.12941 -1.55591
O 4.72352 -5.13215 -4.53732
S 3.51883 -5.69885 -3.99649
O 3.16043 -7.02836 -4.41239
N 2.24056 -4.68564 -4.21743
C 1.77159 -4.27375 -3.07997
S 0.39287 -3.23591 -3.09083
C 2.49935 -4.73403 -1.85383
C 2.32575 -4.38593 -0.52185
C 3.20169 -4.95121 0.40117
C 4.21804 -5.81807 0.01339
C 4.40219 -6.14042 -1.32712
C 3.52584 -5.58235 -2.23111
H 1.56493 -3.64939 -0.24167
H 3.09596 -4.69218 1.44752
H 4.88637 -6.23158 0.75900
H 5.20458 -6.78939 -1.65240
*
```

***

Record 2
The following is a quantum chemistry calculation of a structure of composition C38H35N5PV, from the Open Molecules 2025 dataset.

Summary:
Strongest force on any atom in eV Å⁻¹: 0.51
DFT total energy in eV: -82399.9109
Energy relative to the best compared isomer or geometry (same formula, charge and spin) in eV: 0.272

```
! wB97M-V def2-TZVPD RIJCOSX def2/J DEFGRID3
* xyz 1 4
V 0.07038 -1.07867 0.56038
C 1.16753 -4.89293 2.67607
C 0.39013 -3.83564 2.18116
N 0.89191 -2.67571 1.81385
C 2.23424 -2.45133 1.96844
C 3.09481 -3.46881 2.44250
C 2.51901 -4.71401 2.77855
C 4.47356 -3.20355 2.60169
C 4.93937 -1.95100 2.32534
C 4.08071 -0.92371 1.89428
C 2.71956 -1.12231 1.72379
N 1.76826 -0.20523 1.35622
C 1.60376 1.00985 1.96593
C 2.57509 1.93906 2.29200
C 2.25843 3.14597 2.94157
C 0.97255 3.46201 3.26951
C -0.06140 2.54572 2.97011
C -1.40082 2.78011 3.34248
C -2.34867 1.82806 3.09858
C -1.95942 0.65060 2.44454
N -0.72777 0.40565 2.04548
C 0.24346 1.33276 2.31177
H 0.69135 -5.82064 2.96080
H -0.68416 -3.95387 2.09011
H 3.16082 -5.50849 3.14130
H 5.13055 -3.99181 2.94746
H 5.99315 -1.72681 2.44129
H 4.50748 0.04746 1.69641
H 3.60692 1.74818 2.04104
H 3.06119 3.83526 3.17467
H 0.72536 4.39316 3.76587
H -1.65322 3.71101 3.83781
H -3.38105 1.95756 3.39347
H -2.69769 -0.11335 2.23753
N 1.45640 -1.85974 -1.04319
C 1.06893 -3.21508 -1.46795
C -0.41641 -3.20001 -1.75608
N -1.14889 -2.71696 -0.56178
H 1.44066 -1.22604 -1.83951
H 2.40192 -1.83548 -0.67330
H 1.28473 -3.89956 -0.64415
H 1.62169 -3.56639 -2.34027
H -0.76248 -4.18303 -2.07672
H -0.60753 -2.50228 -2.56942
H -1.19753 -3.47546 0.11301
H -2.11068 -2.51481 -0.81471
C 0.62689 0.00129 -5.50787
C 1.30990 0.82291 -4.62393
C 0.80242 1.06311 -3.35344
C -0.40567 0.49165 -2.94849
C -1.08327 -0.33581 -3.84771
C -0.57191 -0.57592 -5.11598
P -0.99145 0.64384 -1.21689
C -0.67046 2.37404 -0.74089
C 0.65235 2.75304 -0.49141
C 0.95408 4.04768 -0.10247
C -0.06512 4.97044 0.08873
C -1.38286 4.59029 -0.10458
C -1.68736 3.30047 -0.52342
C -2.80049 0.55688 -1.39031
C -3.48167 1.29270 -2.36340
C -4.86281 1.22969 -2.44953
C -5.58360 0.43485 -1.56506
C -4.92059 -0.29304 -0.59120
C -3.53363 -0.22954 -0.50639
H 1.02230 -0.18291 -6.49842
H 2.24111 1.28886 -4.92292
H 1.34753 1.72267 -2.69206
H -2.02444 -0.79114 -3.56633
H -1.11982 -1.21169 -5.80065
H 1.45258 2.02670 -0.56831
H 1.98389 4.32705 0.07821
H 0.16967 5.97943 0.40563
H -2.18467 5.29982 0.06180
H -2.72112 3.02651 -0.67308
H -2.92812 1.91479 -3.05600
H -5.38093 1.80431 -3.20727
H -6.66300 0.38854 -1.63629
H -5.47761 -0.90844 0.10424
H -3.01834 -0.78279 0.26772
*
```

***

Record 3
The following is a quantum chemistry calculation of a structure of composition C38H37Br2N9OPbS in a non-equilibrium geometry, from the Open Molecules 2025 dataset.

Summary:
Strongest force on any atom in eV Å⁻¹: 3.05
DFT total energy in eV: -211631.9102
Energy relative to the best compared isomer or geometry (same formula, charge and spin) in eV: 2.109

```
! wB97M-V def2-TZVPD RIJCOSX def2/J DEFGRID3
* xyz -2 1
Pb 0.11121 -0.41284 -0.11111
N 3.82769 -0.39765 -3.26674
C 3.05114 -0.55281 -2.13957
S 1.74673 -1.61583 -2.25607
N 3.48107 0.09760 -1.07945
N 2.68531 0.17042 -0.02302
C 3.19109 0.66223 1.06002
C 2.39575 0.90554 2.21496
C 2.94574 1.54718 3.34539
C 2.15133 1.77411 4.44508
C 0.81608 1.38101 4.40166
C 0.35530 0.76894 3.24514
N 1.10948 0.52673 2.19628
H 3.77262 -1.15895 -3.92402
H 4.73714 0.01119 -3.11391
H 4.24768 0.93980 1.09917
H 3.98250 1.85833 3.33479
H 2.55236 2.25769 5.32838
H 0.15450 1.54057 5.24065
H -0.67030 0.44787 3.16308
O 0.64425 1.85577 -1.33052
C 0.22675 2.53065 -2.29836
C 0.58192 3.92264 -2.38102
C 0.24075 4.73093 -3.42516
C -0.48875 4.21625 -4.49771
C -0.87998 2.89766 -4.45654
C -0.58154 2.04100 -3.39377
C -1.05927 0.68358 -3.43828
N -0.90460 -0.28690 -2.55684
C -1.48525 -1.39802 -3.07040
C -2.04264 -1.12155 -4.27751
N -1.77821 0.20359 -4.50493
H 1.16144 4.30857 -1.55118
H 0.54199 5.77470 -3.43395
H -0.74467 4.83851 -5.34677
H -1.44416 2.53138 -5.30836
H -1.42519 -2.33931 -2.56591
H -2.60339 -1.72520 -4.96194
H -2.02987 0.71975 -5.32766
Br -3.36015 4.91387 3.59608
C -2.53625 3.65405 2.39529
C -1.19696 3.82282 2.04924
C -0.65213 2.82002 1.24626
N -1.31446 1.79258 0.78917
C -2.63631 1.66766 1.06649
C -3.27080 2.60928 1.92440
C -3.31853 0.53629 0.53827
C -4.73187 0.39196 0.61614
C -5.28787 -0.77590 0.19243
Br -7.19682 -0.98647 0.25381
C -4.50395 -1.82398 -0.28815
C -3.13481 -1.57561 -0.35888
N -2.56429 -0.45688 -0.00364
H -0.61509 4.65540 2.40941
H 0.38469 2.86728 0.95139
H -4.30003 2.48432 2.21795
H -5.35393 1.19118 0.98598
H -4.92966 -2.76436 -0.59459
H -2.47017 -2.35530 -0.69770
C 0.39186 -4.38759 -1.00177
C 1.15346 -4.65528 0.29186
C 2.27848 -3.65057 0.50479
C 0.18942 -4.68549 1.45178
C -0.04523 -5.90743 2.03196
C -0.92687 -6.08273 3.08877
C -1.54143 -4.94529 3.58748
C -1.34292 -3.68894 3.06122
C -1.99564 -2.55477 3.82213
C -0.95787 -1.89231 4.73580
C -2.67495 -1.54477 2.91235
C -0.48987 -3.47132 1.89496
N -0.35671 -2.33530 1.30135
H 1.06642 -4.34947 -1.85307
H -0.10577 -3.42753 -0.91536
H -0.35459 -5.16438 -1.16884
H 1.61249 -5.65354 0.21531
H 1.85928 -2.66524 0.68454
H 2.91441 -3.60396 -0.37601
H 2.88228 -3.93649 1.36543
H 0.48375 -6.77658 1.64643
H -1.10787 -7.06070 3.52065
H -2.21142 -5.05478 4.43840
H -2.77128 -2.99175 4.47218
H -0.10870 -1.56135 4.14513
H -0.60227 -2.60812 5.47876
H -1.38942 -1.03494 5.25529
H -1.94210 -1.15713 2.20775
H -3.12403 -0.73423 3.48750
H -3.46473 -2.03610 2.34527
*
```

***

Record 4
The following is a quantum chemistry calculation of a structure of composition C38H37BrNO3PRu, from the Open Molecules 2025 dataset.

Summary:
Strongest force on any atom in eV Å⁻¹: 0.27
DFT total energy in eV: -129548.6684
Energy relative to the best compared isomer or geometry (same formula, charge and spin) in eV: 0.078

```
! wB97M-V def2-TZVPD RIJCOSX def2/J DEFGRID3
* xyz 1 2
Ru -1.13722 0.69728 0.87633
C -5.47834 1.37225 0.19827
C -4.25619 0.53129 -0.01785
C -3.44018 0.73037 -1.13528
C -2.30963 -0.04347 -1.36048
C -1.96338 -1.06779 -0.46232
C -2.73580 -1.23203 0.68877
C -3.87469 -0.44029 0.89696
H -6.31816 0.98277 -0.38036
H -5.29911 2.39849 -0.11857
H -5.76992 1.38098 1.24689
H -3.69197 1.51847 -1.83469
H -1.68023 0.11609 -2.22495
H -1.12718 -1.71282 -0.68460
H -2.50935 -2.02617 1.38930
H -4.46422 -0.58977 1.79333
C 4.39384 2.49977 0.35836
C 4.00549 2.29776 1.67439
C 2.95427 1.43890 1.96443
C 2.29341 0.77935 0.93425
C 2.67517 0.99233 -0.39022
C 3.72806 1.84707 -0.67240
P 0.88753 -0.30303 1.27544
C 1.46837 -1.98705 0.94174
C 2.82252 -2.24357 0.73142
C 3.26358 -3.54633 0.53094
C 2.35872 -4.59844 0.53439
C 1.01007 -4.34932 0.75643
C 0.57065 -3.05130 0.96399
C 0.42015 -0.17192 3.00775
C 0.90960 -0.50501 4.25962
C 0.14133 -0.14095 5.35884
C -1.06708 0.53890 5.19657
C -1.55544 0.86723 3.93769
C -0.79971 0.49049 2.83162
H 5.21382 3.16920 0.13425
H 4.51885 2.80995 2.47728
H 2.64485 1.29627 2.99240
H 2.14064 0.49207 -1.18978
H 4.02566 2.00993 -1.69986
H 3.53707 -1.43124 0.72321
H 4.31836 -3.73630 0.37992
H 2.70332 -5.61162 0.37446
H 0.30224 -5.16759 0.77528
H -0.47842 -2.87172 1.16582
H 1.84793 -1.03100 4.38432
H 0.48202 -0.38168 6.35694
H -1.63475 0.81450 6.07613
H -2.49252 1.39806 3.82671
O 0.58456 -0.86652 -2.06862
C 0.89838 -1.74453 -2.87603
C 0.21006 -1.87520 -4.21277
C -0.68484 -3.12153 -4.28393
C 0.06479 -4.41465 -4.59369
C 1.10994 -4.82434 -3.55971
C 2.23033 -3.80358 -3.37794
N 1.84756 -2.64789 -2.57877
H 0.95221 -1.90510 -5.01562
H -0.38205 -0.97156 -4.34387
H -1.43125 -2.95922 -5.06300
H -1.23823 -3.22261 -3.34379
H 0.55850 -4.30770 -5.56556
H -0.66038 -5.22293 -4.70699
H 1.55651 -5.77130 -3.87141
H 0.64023 -4.99846 -2.58665
H 2.60483 -3.47770 -4.35257
H 3.07029 -4.26337 -2.85861
H 2.22755 -2.57076 -1.64557
Br -0.82375 9.26846 0.70467
C -0.97738 7.39072 0.74595
C -2.23344 6.81608 0.88835
C -2.34206 5.43838 0.91909
C -1.20221 4.64766 0.80786
C 0.05225 5.23577 0.66690
C 0.16750 6.61367 0.63519
C -1.33134 3.18692 0.84934
O -0.25496 2.45300 0.74889
O -2.41450 2.58602 0.97883
H -3.10917 7.44307 0.97447
H -3.30772 4.96446 1.03246
H 0.93038 4.60963 0.58384
H 1.13336 7.08578 0.52623
*
```